Computed, not measured: the molecule C5H5NO2 at a distorted geometry, with wB97M-V/def2-TZVPD.

Each line ends with the Löwdin spin population.
Geometry (Å):
C (-2.96, 0.44, 0.07)  0.217
C (0.00, -0.70, 0.00)  0.072
C (0.42, 0.68, -0.22)  0.001
C (1.87, 0.24, 0.14)  0.062
C (1.31, -1.16, 0.28)  0.403
N (-2.58, -0.65, -0.16)  0.397
O (-1.22, -1.22, -0.17)  0.561
O (-3.61, 1.40, 0.18)  0.237
H (0.21, 0.94, -1.21)  0.000
H (-0.11, 1.45, 0.27)  0.000
H (2.42, 0.46, 1.09)  0.016
H (2.45, 0.22, -0.73)  0.016
H (1.81, -2.10, 0.46)  0.018

Properties
* gap between HOMO and LUMO (alpha / beta): 7.03 / 6.46 eV
* charge: 0
* energy relative to the best compared isomer or geometry (same formula, charge and spin): 2.952 eV
* spin multiplicity: 3
* LUMO energy (alpha / beta): 0.64 / -2.78 eV
* highest occupied orbital energy (alpha / beta): -6.391 / -9.245 eV

***

Computed, not measured: C2FOTm as an isolated structure at a distorted geometry, with wB97M-V/def2-TZVPD.

Each line ends with the Löwdin spin population.
Geometry (Å):
C (1.19, -0.06, 0.31)  0.441
C (0.03, -0.56, -0.19)  0.149
O (-0.69, 0.04, 0.75)  0.287
F (-0.37, -1.64, -0.80)  0.022
Tm (-0.16, 2.22, -0.08)  1.102

Properties
* gap between HOMO and LUMO (alpha / beta): 9.70 / 6.59 eV
* charge: +2
* energy relative to the best compared isomer or geometry (same formula, charge and spin): 0.000 eV
* spin multiplicity: 3
* LUMO energy (alpha / beta): -11.31 / -13.21 eV
* highest occupied orbital energy (alpha / beta): -21.015 / -19.800 eV

***

Computed, not measured: C21H17BBrF6MoN6O6S3 as an isolated structure at a distorted geometry, with wB97M-V/def2-TZVPD.

Each line ends with the Löwdin spin population.
Geometry (Å):
Mo (-0.24, -0.18, 0.00)  1.809
C (-0.73, -1.72, 4.04)  -0.003
C (-0.40, -1.45, 2.61)  -0.015
N (-0.67, -0.34, 1.98)  -0.010
N (-1.30, 0.66, 2.73)  0.008
C (-1.87, 1.59, 2.05)  0.006
N (-2.51, 2.59, 2.67)  -0.001
S (-1.99, 1.68, 0.23)  0.034
C (0.30, -2.42, 1.78)  -0.023
C (0.70, -3.68, 2.21)  -0.004
C (1.41, -4.50, 1.36)  -0.021
C (1.70, -4.06, 0.07)  -0.003
C (1.26, -2.82, -0.32)  -0.010
N (0.57, -2.01, 0.51)  0.002
H (-0.96, -0.80, 4.55)  0.000
H (0.10, -2.21, 4.54)  0.000
H (-1.60, -2.38, 4.11)  -0.001
H (-2.58, 2.57, 3.68)  0.000
H (-2.99, 3.31, 2.16)  0.000
H (0.46, -4.00, 3.22)  0.000
H (1.73, -5.48, 1.69)  -0.001
H (2.25, -4.67, -0.62)  0.000
H (1.44, -2.44, -1.32)  0.000
F (-0.03, -1.41, -5.04)  0.000
C (-0.78, -0.36, -4.69)  0.000
F (-1.92, -0.38, -5.34)  0.000
F (-0.12, 0.76, -4.94)  0.000
S (-1.13, -0.41, -2.89)  0.008
O (0.20, -0.18, -2.25)  0.043
O (-2.09, 0.63, -2.65)  0.007
N (-1.61, -1.87, -2.60)  0.003
S (-2.73, -1.97, -1.47)  0.003
O (-2.24, -1.31, -0.23)  0.012
O (-4.08, -1.71, -1.85)  -0.001
C (-2.64, -3.76, -1.10)  0.001
F (-1.42, -4.12, -0.68)  0.000
F (-2.95, -4.46, -2.18)  0.000
F (-3.52, -4.00, -0.13)  0.000
Br (6.18, 2.00, 0.77)  0.003
C (4.42, 1.40, 0.54)  0.011
C (3.86, 1.35, -0.72)  -0.003
C (2.55, 0.93, -0.85)  0.012
N (1.80, 0.56, 0.20)  0.005
C (2.37, 0.60, 1.42)  0.012
C (3.66, 1.01, 1.63)  -0.001
H (4.42, 1.65, -1.60)  0.000
H (2.07, 0.90, -1.82)  0.000
H (1.74, 0.31, 2.25)  0.000
H (4.06, 1.04, 2.64)  0.000
O (0.11, 2.92, -1.25)  0.029
B (-0.32, 2.48, -0.02)  0.047
O (0.43, 2.96, 1.04)  0.026
C (1.44, 3.67, 0.42)  0.002
C (2.52, 4.29, 1.00)  0.001
C (3.42, 4.91, 0.12)  0.004
C (3.22, 4.90, -1.25)  0.003
C (2.11, 4.27, -1.82)  0.003
C (1.25, 3.66, -0.95)  0.003
H (2.66, 4.30, 2.07)  0.000
H (4.29, 5.42, 0.53)  0.000
H (3.93, 5.40, -1.90)  0.000
H (1.95, 4.25, -2.89)  0.000

Properties
* gap between HOMO and LUMO (alpha / beta): 7.13 / 5.77 eV
* charge: +1
* spin multiplicity: 3
* LUMO energy (alpha / beta): -3.61 / -3.94 eV
* highest occupied orbital energy (alpha / beta): -10.734 / -9.704 eV

***

Computed, not measured: a 3-piece molecular cluster, C3H11O2S overall at a distorted geometry, with wB97M-V/def2-TZVPD.

Each line ends with the natural charge from an NBO analysis.
Geometry (Å):
C (1.20, -0.79, -0.44)  -0.605
C (1.32, 0.72, -0.28)  -0.418
C (1.47, 1.17, 1.18)  -0.517
S (-0.03, 1.92, 1.97)  -0.751
H (2.15, -1.30, -0.55)  0.179
H (0.59, -1.06, -1.30)  0.200
H (0.77, -1.17, 0.49)  0.210
H (2.09, 1.12, -0.87)  0.179
H (0.38, 1.12, -0.63)  0.188
H (2.18, 1.99, 1.23)  0.185
H (1.75, 0.29, 1.76)  0.175
H (-2.30, -1.05, -1.38)  0.497
H (-3.19, -2.12, -0.93)  0.462
O (-2.61, -1.92, -1.68)  -0.966
H (-1.93, 0.13, 1.22)  0.505
H (-1.68, 0.86, -0.05)  0.489
O (-2.17, 0.09, 0.28)  -1.011

Properties
* gap between HOMO and LUMO: 6.72 eV
* charge: -1
* energy relative to the best compared isomer or geometry (same formula, charge and spin): 0.549 eV
* spin multiplicity: 1
* LUMO energy: 3.91 eV
* highest occupied orbital energy: -2.807 eV

***

Computed, not measured: a 3-piece molecular cluster, C4H7NO2 overall at a distorted geometry, with wB97M-V/def2-TZVPD.

Each line ends with the natural charge from an NBO analysis.
Geometry (Å):
O (-0.85, -1.51, -0.86)  -0.706
C (-0.22, -1.67, 0.33)  0.144
C (0.92, -2.35, 0.45)  -0.537
N (0.37, 1.26, -0.21)  -0.623
C (1.02, 2.34, -0.15)  -0.034
C (-2.52, 1.00, -0.24)  0.504
O (-2.82, 2.07, -0.03)  -0.489
H (-1.52, -0.81, -0.75)  0.495
H (-0.70, -1.20, 1.19)  0.170
H (1.38, -2.48, 1.42)  0.208
H (1.39, -2.81, -0.41)  0.205
H (0.95, 0.48, -0.54)  0.353
H (2.08, 2.45, -0.41)  0.152
H (0.51, 3.24, 0.20)  0.160

Properties
* gap between HOMO and LUMO: 9.75 eV
* charge: 0
* energy relative to the best compared isomer or geometry (same formula, charge and spin): 2.664 eV
* spin multiplicity: 1
* LUMO energy: 0.92 eV
* highest occupied orbital energy: -8.825 eV

***

What did we get for electronic energy? Answer: -398.470550 -1335.578085 -6051.178068 -669.600757 -361.782966 hartree, in the order shown.